(1)
# C26H24AsPSe4Sn

C26H24AsPSe4Sn as an isolated structure (wB97M-V/def2-TZVPD, the OMol25 dataset).

The total charge is 0. Its multiplicity is 1.

```
57
Properties=species:S:1:pos:R:3:forces:R:3
Sn 3.82435 -2.51472 2.33339 0.483 -0.240 0.133
Se 5.32161 -3.87532 -0.95845 -0.002 0.260 -0.005
Se 4.57464 -5.65941 0.25832 -0.084 0.008 0.177
Se 2.71221 -4.67034 1.31074 0.136 0.166 -0.113
Se 5.92691 -2.41666 0.80445 -0.131 -0.189 -0.105
As -0.67374 2.81831 -0.33824 0.013 -0.175 -0.052
P 1.96418 -0.63330 1.23638 -0.618 0.173 -0.175
C 0.97643 -1.73860 0.17181 0.104 -0.043 0.031
C -0.11349 -2.54089 0.49007 -0.013 0.149 -0.035
C 1.15321 2.52255 -4.12636 0.024 -0.026 -0.053
C -0.07593 1.18825 0.61176 0.034 0.057 0.008
C 0.71462 0.14175 5.60164 0.000 -0.005 0.028
C 0.05423 -0.87533 4.93378 -0.037 -0.020 0.068
C 1.98378 0.59793 3.61951 -0.084 -0.051 -0.031
C -2.57054 2.35988 -0.49617 -0.015 0.115 -0.048
C -3.30867 3.06349 -1.44763 0.077 -0.020 0.038
C 1.43150 1.00388 0.50532 0.104 -0.076 0.045
C -0.67750 -3.36262 -0.47638 -0.064 -0.047 0.044
C -4.57429 1.16594 0.11826 -0.096 -0.012 -0.013
C 0.73266 2.95458 -2.87543 -0.039 0.025 0.135
C 1.30223 -0.40853 2.92602 0.034 -0.020 -0.012
C -0.60146 0.97551 -2.63426 -0.047 -0.025 0.046
C 1.50385 -1.79505 -1.12212 -0.065 -0.033 0.093
C -3.21920 1.41654 0.29075 0.136 -0.032 0.083
C -0.15978 -3.39878 -1.75935 0.016 -0.036 -0.054
C 0.93599 -2.61073 -2.08373 0.024 0.044 0.006
C 1.68740 0.87991 4.94033 0.017 0.022 -0.014
C -0.14706 2.18653 -2.11881 0.022 0.047 -0.010
C 0.34566 -1.15479 3.60467 0.007 0.041 -0.084
C 0.69727 1.31313 -4.62882 0.019 0.029 -0.008
C -4.65986 2.81480 -1.62237 0.012 0.025 -0.024
C -5.29631 1.86075 -0.83895 -0.004 0.003 0.001
C -0.18128 0.53962 -3.88058 0.003 -0.021 -0.018
H 2.22336 1.66628 5.45567 -0.008 -0.005 0.008
H -1.52308 -3.98591 -0.21505 0.002 0.001 -0.007
H -0.37541 1.26486 1.65837 -0.025 0.023 -0.007
H -0.59599 -4.05359 -2.50252 -0.012 0.011 0.003
H -5.21682 3.36656 -2.36897 -0.004 -0.010 0.000
H 1.96479 1.80382 1.02014 0.060 -0.009 0.000
H -2.67319 0.86600 1.04824 -0.023 -0.009 -0.021
H 2.76443 1.15455 3.11117 0.018 0.037 0.074
H -0.69290 -1.46440 5.45011 -0.001 0.002 -0.009
H -0.59203 0.33556 0.16967 -0.030 -0.016 0.004
H 1.08891 3.89820 -2.47741 0.019 0.008 -0.044
H -0.54081 -0.40471 -4.27037 -0.001 0.004 0.009
H 1.75044 1.01723 -0.53814 0.066 -0.052 -0.010
H 1.02272 0.97459 -5.60428 -0.001 -0.001 0.005
H 1.83499 3.12998 -4.70793 0.001 -0.002 0.006
H -1.29634 0.36898 -2.06229 0.003 -0.003 -0.017
H -6.35217 1.66493 -0.97397 0.004 -0.008 0.006
H 0.48515 0.35090 6.63816 -0.007 0.000 -0.005
H -2.80925 3.80594 -2.06136 -0.062 0.005 -0.032
H 2.38043 -1.20329 -1.36496 0.018 -0.038 -0.069
H -0.17995 -1.95830 3.11337 0.035 0.023 0.122
H -5.06798 0.42325 0.73252 0.017 0.005 0.012
H -0.54044 -2.53269 1.48041 -0.035 -0.038 -0.114
H 1.35757 -2.63703 -3.08016 0.001 -0.022 0.006
```
Forces are in eV/Å.

From a natural (NBO) analysis of the wavefunction, the atomic charges in e read: atom 1 (Sn): 0.7012, atom 2 (Se): -0.0128, atom 3 (Se): 0.0139, atom 4 (Se): -0.4419, atom 5 (Se): -0.4304, atom 6 (As): 0.9087, atom 7 (P): 0.8389, atom 8 (C): -0.2628, atom 9 (C): -0.2344, atom 10 (C): -0.2121, atom 11 (C): -0.7391, atom 12 (C): -0.2064, atom 13 (C): -0.1995, atom 14 (C): -0.2479, atom 15 (C): -0.3375, atom 16 (C): -0.2127, atom 17 (C): -0.6811, atom 18 (C): -0.1898, atom 19 (C): -0.2251, atom 20 (C): -0.2566, atom 21 (C): -0.2606, atom 22 (C): -0.2579, atom 23 (C): -0.2265, atom 24 (C): -0.1777, atom 25 (C): -0.2046, atom 26 (C): -0.1956, atom 27 (C): -0.1862, atom 28 (C): -0.2382, atom 29 (C): -0.2330, atom 30 (C): -0.2097, atom 31 (C): -0.2064, atom 32 (C): -0.2111, atom 33 (C): -0.1992, atom 34 (H): 0.2194, atom 35 (H): 0.2161, atom 36 (H): 0.2297, atom 37 (H): 0.2178, atom 38 (H): 0.2152, atom 39 (H): 0.2355, atom 40 (H): 0.2025, atom 41 (H): 0.2160, atom 42 (H): 0.2189, atom 43 (H): 0.2241, atom 44 (H): 0.2161, atom 45 (H): 0.2152, atom 46 (H): 0.2440, atom 47 (H): 0.2153, atom 48 (H): 0.2160, atom 49 (H): 0.2191, atom 50 (H): 0.2147, atom 51 (H): 0.2194, atom 52 (H): 0.2127, atom 53 (H): 0.2212, atom 54 (H): 0.2078, atom 55 (H): 0.2130, atom 56 (H): 0.2033, atom 57 (H): 0.2211

=====

(2)
# C26H24BBiCl2N6O4S2

C26H24BBiCl2N6O4S2 as an isolated structure (wB97M-V/def2-TZVPD, the OMol25 dataset).

The total charge is 0. Its multiplicity is 1.

```
66
Properties=species:S:1:pos:R:3:forces:R:3
Bi -1.62614 -0.70205 -1.08709 0.106 -0.258 -0.024
Cl 6.32199 -0.95767 1.32123 0.078 0.033 0.042
Cl -4.93490 -3.08547 -0.53893 -0.120 0.014 0.060
S -3.86766 0.48042 -0.06937 -0.340 0.259 -0.123
S -0.45256 0.93839 0.47668 0.362 0.265 -0.153
O 1.12187 -3.13390 -0.02686 -0.349 0.021 0.029
O 3.18403 -4.31417 0.72036 0.661 -0.407 0.159
O 0.68453 -1.40674 -1.37288 0.400 -0.106 0.679
O 5.35037 -3.86973 0.85263 0.098 0.009 0.027
N -1.72465 3.30408 -0.19295 0.340 -0.260 -0.163
N 4.11363 0.13350 0.32362 -0.282 -0.043 -0.073
N -0.23689 2.68045 -1.66755 -0.249 0.105 0.347
N -3.56489 0.28055 2.63212 0.142 0.261 -0.037
N 2.89149 -0.13890 -0.15644 -0.419 0.313 -0.378
N -2.88380 2.19557 1.83984 -0.141 -0.013 0.189
C 0.73728 1.90434 -2.40531 0.177 -0.336 0.010
C -1.92633 -2.65769 0.03603 0.105 0.080 0.149
C -3.63651 -3.79733 -1.45163 0.198 -0.001 -0.113
C 4.76259 -1.00149 0.66281 -0.067 -0.124 -0.001
C -2.64936 2.18750 3.19198 -0.010 -0.035 0.175
C -1.66475 4.26076 -1.16945 -0.051 0.089 -0.054
C 4.22031 -3.49288 0.66973 -0.085 -0.095 0.043
C -2.30792 -3.57757 -1.07206 -0.141 0.106 -0.132
C -3.07309 1.00556 3.69452 0.079 0.075 0.041
C -1.31551 -4.16060 -1.86760 0.077 -0.011 -0.036
C -3.96561 -4.55223 -2.56596 -0.041 -0.027 0.010
C 1.41528 -2.03987 -0.53385 -0.032 0.284 -0.697
C -1.63409 -4.91861 -2.98049 -0.029 -0.060 -0.029
C -4.17088 -1.03043 2.72488 -0.021 -0.215 0.064
C 3.91425 -2.06032 0.40342 -0.083 -0.195 -0.045
C -3.42630 1.02056 1.50790 -0.152 -0.358 -0.180
C 2.74662 -1.44610 -0.12973 0.010 0.247 0.113
C 4.60836 4.26987 0.66619 -0.003 -0.012 0.012
C -0.75013 3.87792 -2.08851 0.000 0.095 -0.060
C 5.50167 3.54473 -0.10811 0.058 0.029 0.062
C -0.83920 2.34802 -0.49395 -0.068 -0.064 0.061
C 3.62912 3.61101 1.39798 0.031 0.031 0.044
C -2.96082 -5.11514 -3.33491 -0.026 0.020 0.021
C 4.40292 1.51776 0.52438 -0.062 0.229 -0.004
C 5.39934 2.16319 -0.18795 0.055 -0.151 -0.017
C 3.52877 2.23192 1.33600 0.068 -0.073 -0.076
B -2.76079 3.47383 0.97495 -0.065 -0.088 0.016
H -3.41849 -1.77934 2.97253 -0.006 0.006 -0.027
H -2.68818 -2.55957 0.80120 -0.033 0.115 -0.043
H 1.27488 2.56697 -3.07992 -0.024 -0.005 0.051
H 6.07044 1.59305 -0.81695 -0.019 -0.016 -0.005
H 0.24824 1.11694 -2.97932 -0.006 0.053 -0.058
H 1.42477 1.42777 -1.71592 0.159 -0.085 0.143
H 2.31925 -3.86960 0.50671 -0.114 0.191 -0.027
H -3.22088 -5.69726 -4.20856 0.015 -0.015 -0.006
H -5.00581 -4.68237 -2.83075 -0.009 -0.019 0.030
H -3.81732 3.69765 0.45331 -0.068 0.103 -0.021
H -0.28072 -3.99286 -1.59574 -0.062 -0.028 0.017
H -2.37556 4.35864 1.69024 0.010 0.077 0.061
H -0.96141 -2.92264 0.45692 -0.032 0.004 0.010
H -4.62761 -1.27276 1.76934 0.049 0.002 -0.011
H -2.28522 5.13742 -1.12524 -0.023 -0.010 -0.017
H 2.94061 4.17424 2.01487 0.001 -0.018 -0.008
H -4.93771 -1.03020 3.49831 0.020 0.062 0.001
H 4.66897 5.34973 0.69670 0.043 -0.001 0.027
H -0.84470 -5.35431 -3.57838 0.023 0.002 0.019
H -0.41112 4.35385 -2.99059 -0.016 -0.019 -0.028
H 6.27669 4.05770 -0.66187 -0.011 -0.016 -0.031
H 2.76508 1.69655 1.88286 -0.061 0.008 -0.029
H -2.20461 3.03257 3.68406 -0.028 0.016 0.003
H -3.07122 0.62680 4.70049 -0.018 -0.038 -0.009
```
Forces are in eV/Å.

From a natural (NBO) analysis of the wavefunction, the atomic charges in e read: atom 1 (Bi): 1.2870, atom 2 (Cl): 0.0950, atom 3 (Cl): -0.0112, atom 4 (S): -0.2915, atom 5 (S): -0.1777, atom 6 (O): -0.7073, atom 7 (O): -0.6844, atom 8 (O): -0.7855, atom 9 (O): -0.5910, atom 10 (N): -0.4436, atom 11 (N): -0.2207, atom 12 (N): -0.3278, atom 13 (N): -0.3431, atom 14 (N): -0.2370, atom 15 (N): -0.4843, atom 16 (C): -0.4207, atom 17 (C): -0.7749, atom 18 (C): -0.0618, atom 19 (C): 0.1637, atom 20 (C): -0.0378, atom 21 (C): -0.0340, atom 22 (C): 0.7793, atom 23 (C): -0.0182, atom 24 (C): -0.0799, atom 25 (C): -0.2215, atom 26 (C): -0.2303, atom 27 (C): 0.8025, atom 28 (C): -0.2057, atom 29 (C): -0.4175, atom 30 (C): -0.2750, atom 31 (C): 0.3063, atom 32 (C): 0.0420, atom 33 (C): -0.2035, atom 34 (C): -0.0721, atom 35 (C): -0.2055, atom 36 (C): 0.2606, atom 37 (C): -0.2073, atom 38 (C): -0.2044, atom 39 (C): 0.2115, atom 40 (C): -0.2281, atom 41 (C): -0.2205, atom 42 (B): 0.1848, atom 43 (H): 0.2132, atom 44 (H): 0.2316, atom 45 (H): 0.2164, atom 46 (H): 0.2298, atom 47 (H): 0.2147, atom 48 (H): 0.2682, atom 49 (H): 0.5024, atom 50 (H): 0.2183, atom 51 (H): 0.2277, atom 52 (H): -0.0288, atom 53 (H): 0.2520, atom 54 (H): -0.0441, atom 55 (H): 0.2733, atom 56 (H): 0.2524, atom 57 (H): 0.2387, atom 58 (H): 0.2196, atom 59 (H): 0.2156, atom 60 (H): 0.2175, atom 61 (H): 0.2200, atom 62 (H): 0.2312, atom 63 (H): 0.2198, atom 64 (H): 0.2339, atom 65 (H): 0.2377, atom 66 (H): 0.2300

=====

(3)
# C26H24BCl2N2O5S

A 2-piece molecular cluster, C26H24BCl2N2O5S overall (wB97M-V/def2-TZVPD, the OMol25 dataset).

The total charge is -1. Its multiplicity is 1.

```
61
Properties=species:S:1:pos:R:3:forces:R:3
Cl 2.43732 0.21730 4.00241 0.623 0.234 0.468
Cl 2.46880 -1.96694 1.60977 0.585 0.063 -0.114
S -1.93600 -0.46434 -2.66670 -0.873 -0.004 0.399
O -0.32217 -2.70040 0.98865 0.945 0.039 0.256
O -0.62052 0.25803 4.83524 1.560 0.161 -0.955
O -4.50793 -4.69550 1.66880 -0.483 -0.303 -0.054
O -1.06954 3.18230 2.55909 0.403 -0.248 -0.203
O 0.57761 2.00373 1.39799 -0.069 0.322 0.173
N -3.70346 1.08924 3.42527 1.745 -0.216 -0.483
N -3.06896 -2.35434 2.98811 1.160 1.515 -0.931
C -3.39631 -1.39241 -0.45852 -0.179 -1.331 1.256
C -3.54001 1.54563 -2.69768 0.760 -0.462 -0.321
C 1.05423 -0.26327 3.15966 -0.048 -1.174 -1.088
C 1.07968 -1.14434 2.13089 -0.227 0.811 0.866
C -2.18642 1.31438 -4.84927 0.247 0.008 -0.182
C 1.75897 3.93253 0.73583 0.172 0.355 0.019
C -2.37901 -1.60122 2.40654 -1.111 -1.913 1.470
C -0.25567 0.25111 3.67097 -3.043 -0.596 1.285
C -1.31827 0.54649 2.47521 2.377 3.117 3.770
C -4.31817 -3.67396 0.80261 0.235 0.570 -0.092
C -3.16206 -3.75487 -0.00610 -0.765 -0.413 0.997
C 0.14596 2.83728 -0.79766 -0.191 -0.059 -0.199
C -2.61838 0.85508 3.07316 -1.466 0.804 0.305
C -3.77444 0.88998 -1.45027 0.990 -0.907 -0.475
C -1.38468 -0.78346 1.87494 2.079 -1.946 -1.920
C -0.20820 -1.60609 1.53703 -2.538 0.815 0.024
C -4.59762 -1.35291 0.29826 0.206 0.137 -1.303
C -2.66367 -2.59887 -0.53060 -0.460 0.553 -0.985
C 0.41851 3.23502 0.65321 0.558 0.174 0.176
C -5.12790 -2.50954 0.80931 0.540 -1.055 0.434
C -1.98570 4.21205 0.55637 -0.273 -0.181 -0.221
C -5.22948 -4.41905 2.88118 -0.101 -0.030 -0.373
C -3.05463 -0.30245 -1.30727 -0.222 2.484 -1.311
C -0.40830 5.37850 1.98869 0.428 0.295 -0.026
C -0.75224 4.01530 1.41750 0.092 0.392 0.145
C -2.59614 0.90413 -3.48566 -0.910 0.809 1.216
B -0.43315 2.00063 2.30719 -3.064 -2.348 -2.619
H -6.11629 -2.54020 1.26878 0.495 0.207 0.223
H -4.48717 1.22103 -0.71572 -0.192 0.009 0.000
H -1.72460 4.90364 -0.25290 -0.083 -0.173 -0.016
H 0.97632 2.21660 -1.16120 -0.182 0.104 0.233
H -1.22683 1.84519 -4.85480 -0.107 -0.068 -0.109
H -2.63731 -4.70964 -0.09771 -0.047 0.431 0.342
H 1.73380 4.83939 0.12218 0.148 0.029 0.199
H -4.06080 2.44559 -3.04126 0.180 -0.352 0.188
H -2.78406 4.68850 1.13768 0.149 -0.267 -0.029
H -5.15825 -0.41970 0.41283 0.203 -0.395 -0.237
H 0.42932 5.33495 2.69585 -0.242 0.058 -0.183
H 0.10015 3.71642 -1.45468 -0.091 -0.105 0.212
H -2.10705 0.43558 -5.48853 0.110 0.059 -0.187
H -0.77828 2.25565 -0.91695 0.239 0.131 0.073
H 2.53824 3.27280 0.33589 -0.189 0.093 0.134
H -4.78559 -3.57281 3.42338 -0.060 -0.304 -0.325
H -6.28459 -4.20157 2.65564 0.163 -0.284 0.202
H -1.69573 -2.64266 -1.03716 -0.445 0.165 0.021
H -2.34967 3.27537 0.11997 -0.035 0.204 0.144
H 1.99876 4.18041 1.78007 0.045 -0.033 -0.410
H -1.28858 5.78515 2.50293 0.226 -0.222 -0.045
H -2.95868 1.96582 -5.26599 0.156 0.009 -0.002
H -0.16783 6.06314 1.17065 0.133 0.059 0.128
H -5.12018 -5.34345 3.45166 -0.250 0.172 0.039
```
Forces are in eV/Å.

From a natural (NBO) analysis of the wavefunction, the atomic charges in e read: atom 1 (Cl): 0.0556, atom 2 (Cl): 0.0540, atom 3 (S): 0.4042, atom 4 (O): -0.6080, atom 5 (O): -0.5008, atom 6 (O): -0.5133, atom 7 (O): -0.7124, atom 8 (O): -0.7240, atom 9 (N): -0.3572, atom 10 (N): -0.4832, atom 11 (C): -0.0660, atom 12 (C): -0.2570, atom 13 (C): -0.1886, atom 14 (C): -0.0689, atom 15 (C): -0.6307, atom 16 (C): -0.6258, atom 17 (C): 0.3387, atom 18 (C): 0.5344, atom 19 (C): -0.4964, atom 20 (C): 0.3695, atom 21 (C): -0.2553, atom 22 (C): -0.6423, atom 23 (C): 0.3517, atom 24 (C): -0.2874, atom 25 (C): -0.4576, atom 26 (C): 0.4783, atom 27 (C): -0.1625, atom 28 (C): -0.1588, atom 29 (C): 0.2606, atom 30 (C): -0.3099, atom 31 (C): -0.6267, atom 32 (C): -0.2647, atom 33 (C): -0.1570, atom 34 (C): -0.6191, atom 35 (C): 0.2350, atom 36 (C): -0.2303, atom 37 (B): 1.1865, atom 38 (H): 0.2132, atom 39 (H): 0.2214, atom 40 (H): 0.2050, atom 41 (H): 0.2258, atom 42 (H): 0.2108, atom 43 (H): 0.2205, atom 44 (H): 0.2020, atom 45 (H): 0.2076, atom 46 (H): 0.2218, atom 47 (H): 0.2076, atom 48 (H): 0.2157, atom 49 (H): 0.2051, atom 50 (H): 0.2146, atom 51 (H): 0.2426, atom 52 (H): 0.2235, atom 53 (H): 0.2450, atom 54 (H): 0.1527, atom 55 (H): 0.2268, atom 56 (H): 0.2337, atom 57 (H): 0.2152, atom 58 (H): 0.2228, atom 59 (H): 0.2174, atom 60 (H): 0.2019, atom 61 (H): 0.1828

=====

Record-wise E_LUMO values, in eV: -0.439 -0.350 2.206
Record-wise E_tot values, in Eh: -13402.3663 -3591.0443 -2834.3227
Record-wise HOMO level values, in eV: -7.4 -8.6 -3.7